C21H21F2N3O2S | ωB97M-V with the def2-TZVPD basis set

Results
HOMO level, eV: -8.6108
Kohn-Sham gap, eV: 8.4
E, eV: -46950.6693
Multiplicity: 1
ΔE to the lowest compared entry with this formula, charge and spin, kJ/mol: 342.3

Geometry (Å):
H 1.1516 1.3729 -4.3807
S 3.2372 -3.0404 4.1327
C 1.6783 -2.4107 1.9538
C -0.5463 0.5976 -0.1778
C 1.4316 1.0124 -3.3793
H -2.2057 2.8719 -1.4770
O -1.9106 2.5654 2.4159
H 2.4597 -1.0215 5.1390
H -2.3670 0.5173 -2.4873
C 0.4859 1.0455 -2.4169
C 3.6116 -1.0342 2.4086
H 3.4408 -2.0430 6.2855
C -3.4800 1.2586 -0.7040
C 1.3975 4.1689 1.2313
C 2.1626 -0.5383 0.6055
C 3.0088 0.2756 -1.6388
C -1.6350 -0.4803 -0.5958
H -0.4962 1.4269 -2.6515
H 0.7037 -1.8738 0.0316
H -0.1894 0.2465 0.7348
H -2.1226 -0.9515 0.1804
H 1.7485 2.0194 1.5054
H 1.2316 -3.4606 2.1187
H -3.4669 -0.5695 -1.8618
C 1.4078 2.9275 2.0526
H 3.5751 0.7356 -3.4782
N 1.2442 5.2129 0.7452
C 3.2702 -0.2667 1.3778
H 4.4790 -0.9188 2.9603
H -0.2532 3.1380 3.2356
C -1.0682 2.3621 1.6136
N 2.6580 0.4890 -2.9374
F -4.5463 1.6095 -1.3641
C -1.1153 2.0717 0.1070
C -2.7326 0.2071 -1.4602
O 4.2187 0.1720 -1.5353
C -2.5166 2.4550 -0.5082
C 2.7789 -2.1032 2.7403
H 1.7388 -2.3886 5.8706
H 2.0857 3.1730 2.9111
C 1.3587 -1.6839 0.8188
H -1.2374 -1.3766 -1.1216
H -0.4628 2.7343 -0.4053
F -3.8292 0.6469 0.4937
H 3.7797 0.6405 1.1114
N 0.0573 2.6799 2.4437
C 0.6615 0.5422 -1.1192
C 2.6384 -2.0019 5.5240
H -2.9834 3.2616 0.1135
C 1.9223 0.1850 -0.7033

Forces on the atoms, in the same order (eV/Å):
H 1.1 -0.4 0.4
S 0.1 -0.9 0.8
C -0.9 -3.1 -0.3
C -0.8 -0.7 -1.0
C 0.4 -0.6 1.5
H -0.9 -0.2 0.0
O -6.8 -0.8 -0.5
H 0.2 0.8 0.0
H 0.0 0.4 1.4
C -1.2 0.4 -1.1
C -1.3 -1.8 0.9
H -0.6 0.3 -0.3
C 3.5 -0.5 0.6
C 0.2 1.3 -0.7
C -1.0 -0.5 -1.7
C 0.9 0.0 -1.0
C 0.5 1.6 -2.7
H 0.0 0.1 -0.3
H -1.4 -1.0 -0.6
H 0.6 -0.4 1.7
H -0.9 -0.4 2.3
H 0.4 0.9 0.2
H 0.3 2.0 0.0
H 0.5 0.7 1.1
C 0.6 0.1 -0.6
H -2.4 -1.0 1.0
N 0.3 -1.5 0.4
C -0.6 2.2 -1.7
H 1.6 0.5 1.0
H -0.7 0.9 1.6
C 3.1 1.8 2.2
N 0.1 2.5 -4.3
F -2.1 0.8 -0.6
C -0.8 -1.5 0.4
C -0.1 -2.7 -2.5
O 0.8 -0.4 2.1
C 0.1 0.1 1.2
C 0.1 0.6 -0.2
H -1.5 -0.7 0.8
H -0.7 -0.7 -0.6
C 2.7 1.9 1.4
H 0.3 1.0 -0.2
H 1.0 0.8 0.0
F -0.4 1.0 -0.3
H 0.7 0.0 0.0
N 3.3 -2.0 -3.2
C 0.3 0.8 1.0
C 2.0 -0.3 -0.7
H 0.4 -0.7 -0.5
C -0.8 -1.0 1.5

Atomic partial charges in e from the natural (NBO) method, atoms 1 to 8:
1 H 0.23
2 S 0.21
3 C -0.13
4 C -0.26
5 C 0.06
6 H 0.23
7 O -0.57
8 H 0.22


H4O2 | ωB97M-V with the def2-TZVPD basis set

Results
HOMO level, eV: -11.3632
Kohn-Sham gap, eV: 12.1
E, eV: -4159.7367
Multiplicity: 1
ΔE to the lowest compared entry with this formula, charge and spin, kJ/mol: 19.5

Geometry (Å):
H 0.2618 0.6236 0.6249
O -0.2657 -1.4360 -0.7650
O 0.0745 1.5052 0.8482
H -0.1518 -1.0116 -1.5934
H 0.5117 -2.0523 -0.7110
H 0.9080 1.8871 1.0144

Forces on the atoms, in the same order (eV/Å):
H 0.1 -2.1 -0.6
O 1.2 -1.5 1.4
O -1.7 1.1 0.2
H 0.1 0.7 -1.3
H -1.2 0.8 0.0
H 1.5 0.8 0.4

Now the natural (NBO) charges, all in e:
1 H 0.47
2 O -0.94
3 O -0.93
4 H 0.47
5 H 0.47
6 H 0.46


C3H4INO | ωB97M-V with the def2-TZVPD basis set

Results
HOMO level (alpha / beta), eV: -8.0464 / -8.9219
Kohn-Sham gap (alpha / beta), eV: 7.5 / 8.3
E, eV: -14809.4921
Multiplicity: 1
ΔE to the lowest compared entry with this formula, charge and spin, kJ/mol: 378.3

Geometry (Å):
C -1.1605 -0.2863 -0.1254
N -0.7029 -1.5516 -0.2132
H -0.6432 0.2900 -1.9550
H 0.1307 1.3682 -0.0587
C -0.1395 0.6076 0.6014
H -0.4989 0.8104 1.6491
C 0.4866 -1.5382 0.2118
O 0.8748 -0.3493 0.7815
I -3.1955 -0.0071 0.0144
H 1.1941 -2.2604 0.2092

Forces on the atoms, in the same order (eV/Å):
C 0.1 2.3 -2.8
N 0.0 -1.9 -0.5
H -0.9 -0.6 2.0
H 0.6 1.6 -0.2
C -2.3 -2.5 1.8
H 0.2 0.7 -1.1
C -1.7 3.6 1.3
O 2.2 -1.0 -0.6
I -0.2 0.2 0.1
H 1.9 -2.3 0.0

Atomic partial charges in e from the natural (NBO) method, atoms 1 to 8:
1 C -0.06
2 N -0.54
3 H -0.03
4 H 0.23
5 C -0.17
6 H 0.20
7 C 0.43
8 O -0.47


C12H40N4O8 | ωB97M-V with the def2-TZVPD basis set

Results
HOMO level, eV: -8.2641
Kohn-Sham gap, eV: 8.2
E, eV: -35427.7535
Multiplicity: 1
ΔE to the lowest compared entry with this formula, charge and spin, kJ/mol: 497.5

Geometry (Å):
C -5.6880 19.1250 17.1850
H -8.8540 20.1330 18.9880
H -7.3040 22.5290 16.6380
H -9.2080 21.4050 17.6560
H -10.2080 19.7660 16.1850
O -11.1520 19.7360 15.9320
N -5.5610 19.4380 15.9290
H -10.1960 17.2240 15.8190
N -4.4380 18.1210 20.1890
O -5.2110 16.8010 21.9680
H -10.3490 14.6970 22.0960
O -8.4990 16.1420 21.3840
C -7.5290 22.5300 15.5420
C -9.6250 16.2000 20.9060
C -5.4490 17.6210 20.8430
C -10.6400 15.7220 21.8010
H -5.0590 20.3440 15.9310
H -10.9330 14.0580 17.3670
C -8.6350 20.5050 17.9560
H -9.2690 17.7590 19.4790
H -7.2930 17.2650 20.7940
H -8.5600 22.8230 15.4430
N -6.6190 17.9530 20.4020
H -8.8790 18.2320 14.1510
N -6.4360 18.0960 17.3540
C -9.9320 17.5860 20.3390
C -9.7480 16.5170 16.5840
H -11.5460 15.6350 21.2410
H -12.4810 18.2840 16.6730
H -7.9960 18.8370 17.1010
O -8.7490 19.4080 17.1470
H -3.5320 17.9100 20.4830
H -9.6940 15.6240 19.9890
H -6.4590 17.3200 16.6700
H -8.3070 15.2040 21.4210
H -10.6440 14.9440 15.3220
C -11.9000 19.1150 17.0400
O -8.7710 14.9290 15.1990
O -7.1900 18.9370 13.7870
H -9.1950 14.9010 14.2960
C -8.5750 19.1690 13.7030
O -6.6840 23.4540 14.9160
H -4.5330 18.6950 19.3170
H -6.8600 19.1400 12.8990
H -7.4480 21.4460 15.3160
C -9.9180 13.9690 16.9640
H -10.2630 16.6370 17.4940
O -5.0490 19.7570 18.2020
H -12.5600 19.8460 17.4420
H -10.8990 16.2970 22.6570
H -6.2360 19.1830 15.1850
H -7.6740 20.9680 17.9040
H -9.7180 18.3280 21.0770
H -8.9460 19.1070 12.6640
H -10.9940 17.5950 20.0800
H -6.8890 18.9520 20.1030
C -9.7490 15.0530 15.9520
H -6.4740 17.7450 18.2830
H -6.6510 23.2170 13.9800
H -8.9510 19.9520 14.2680
H -9.6710 12.8760 16.5590
H -11.2300 18.7270 17.8330
H -9.1680 14.2080 17.8290
H -8.7270 16.8560 16.7940

Forces on the atoms, in the same order (eV/Å):
C 4.5 3.6 3.7
H 0.0 1.1 -0.4
H -0.1 0.4 -0.9
H -0.8 -1.1 0.1
H -0.5 -0.4 0.1
O -0.5 -0.6 0.9
N 1.6 3.2 -1.3
H 0.6 -0.6 1.0
N 1.0 1.1 -1.7
O -1.7 3.5 -5.7
H -0.3 0.3 0.3
O 10.1 -1.0 4.0
C -0.1 -0.7 2.1
C -8.2 2.6 -5.8
C 4.5 -3.9 6.6
C -2.0 -2.2 0.7
H -0.4 -0.8 -1.0
H 0.2 -0.4 0.1
C 0.2 0.8 1.9
H -0.5 0.1 0.0
H -0.2 1.4 -0.2
H -0.6 0.0 -0.1
N -4.9 1.1 -1.0
H -1.3 0.0 0.3
N -2.4 -5.0 0.8
C 0.1 -0.4 -0.1
C -0.1 -0.3 -2.1
H -0.9 -0.3 -0.3
H -0.2 -0.3 -0.3
H 1.1 -0.3 0.4
O -2.3 0.1 -2.1
H 1.2 -0.4 0.8
H -0.3 -0.9 -0.6
H 0.1 1.1 0.3
H 1.2 -0.1 0.7
H -0.7 0.5 0.4
C 1.7 0.2 -0.8
O 6.8 -1.2 -8.1
O 1.4 1.1 -1.5
H 2.0 -0.1 1.1
C -0.6 -3.5 -0.9
O 0.5 -0.5 -0.7
H -0.3 -0.3 1.0
H 0.5 -0.1 0.6
H 0.3 0.6 -0.6
C 1.9 -1.5 2.0
H -1.0 -0.1 1.1
O -3.0 -2.0 -4.6
H -0.6 0.6 0.4
H 0.4 0.7 0.9
H 0.5 0.3 0.4
H 1.3 -0.2 0.4
H 0.0 0.7 0.6
H 0.2 0.6 0.4
H 0.2 0.4 -0.3
H 0.8 -2.4 0.8
C -7.8 2.2 5.2
H -0.1 -0.4 1.2
H 0.1 0.3 0.2
H -0.4 1.8 0.8
H -0.7 2.4 0.8
H -0.2 0.4 -0.5
H -1.2 -0.8 -1.2
H 0.0 -0.4 -0.3

Atomic partial charges in e from the natural (NBO) method, atoms 1 to 8:
1 C 0.77
2 H 0.17
3 H 0.18
4 H 0.19
5 H 0.49
6 O -0.78
7 N -0.82
8 H 0.22